No. 1
An isolated molecule of C19H38O2. Source: the Open Molecules 2025 dataset; level of theory: ωB97M-V/def2-TZVPD.

## Properties
energy above the lowest of the compared OMol25 structures with the same formula, charge and spin = 16.2 kJ/mol
SMILES = CCCCCCCCCCCCCCCCCCC(=O)O
DFT total energy = -24416.10953 eV
orbital gap = 11.23 eV
net charge = 0

Cartesian coordinates (Å):
C -6.251 -4.532 -0.091
C -5.634 -3.196 0.304
C -6.447 -2.020 -0.235
C -5.927 -0.657 0.223
C -4.566 -0.297 -0.369
C -4.132 1.114 0.020
C -2.768 1.474 -0.565
C -2.327 2.880 -0.160
C -1.019 3.319 -0.818
C 0.195 2.519 -0.348
C 1.492 3.066 -0.939
C 2.716 2.212 -0.605
C 3.076 2.236 0.880
C 4.407 1.547 1.185
C 4.358 0.033 0.988
C 5.692 -0.621 1.340
C 5.646 -2.150 1.333
C 5.269 -2.740 -0.031
C 6.245 -2.300 -1.092
O 7.431 -2.486 -1.077
O 5.634 -1.654 -2.096
H -5.659 -5.358 0.297
H -6.298 -4.624 -1.175
H -7.261 -4.619 0.303
H -4.614 -3.147 -0.081
H -5.584 -3.128 1.393
H -6.451 -2.056 -1.327
H -7.481 -2.130 0.101
H -6.649 0.108 -0.072
H -5.861 -0.644 1.313
H -4.616 -0.371 -1.458
H -3.813 -1.007 -0.022
H -4.877 1.832 -0.332
H -4.089 1.191 1.109
H -2.814 1.412 -1.654
H -2.033 0.744 -0.221
H -3.113 3.586 -0.441
H -2.218 2.925 0.926
H -0.850 4.374 -0.590
H -1.113 3.228 -1.903
H 0.241 2.555 0.742
H 0.085 1.475 -0.646
H 1.653 4.086 -0.579
H 1.387 3.114 -2.026
H 3.569 2.585 -1.177
H 2.525 1.186 -0.924
H 3.140 3.278 1.205
H 2.288 1.755 1.461
H 5.188 1.969 0.547
H 4.681 1.757 2.222
H 4.111 -0.184 -0.051
H 3.571 -0.386 1.620
H 5.995 -0.295 2.339
H 6.459 -0.281 0.640
H 6.629 -2.531 1.612
H 4.922 -2.497 2.073
H 5.313 -3.829 0.030
H 4.265 -2.442 -0.328
H 6.279 -1.379 -2.767

---

No. 2
An isolated molecule of C6H5FS. Source: the Open Molecules 2025 dataset; level of theory: ωB97M-V/def2-TZVPD.

## Properties
energy above the lowest of the compared OMol25 structures with the same formula, charge and spin = 322.6 kJ/mol
SMILES = CC1=CC(F)=CC1=S
DFT total energy = -19852.35616 eV
orbital gap = 7.42 eV
net charge = 0

Cartesian coordinates (Å):
C 1.484 0.273 1.330
C 0.442 -0.073 0.233
C 0.556 0.209 -1.013
C -0.791 0.237 -1.561
F -1.044 0.597 -2.817
C -1.691 -0.378 -0.764
C -1.126 -0.586 0.474
S -1.733 -1.570 1.678
H 1.919 -0.592 1.831
H 1.191 1.127 2.132
H 2.289 0.563 0.690
H 1.406 0.716 -1.565
H -2.900 -0.523 -0.648